{"formula": "C44H36IrN3O5P2S", "method": "wB97M-V/def2-TZVPD", "total_charge": 2, "multiplicity": 5, "e_lumo_ev": [-6.103, -9.244], "elements": ["C", "H", "C", "C", "H", "C", "C", "C", "N", "C", "C", "H", "H", "O", "C", "C", "P", "P", "H", "C", "H", "C", "C", "H", "H", "H", "C", "H", "C", "C", "H", "H", "C", "H", "C", "O", "C", "H", "C", "O", "C", "H", "C", "H", "C", "H", "C", "H", "H", "C", "C", "C", "N", "H", "O", "C", "C", "O", "C", "H", "C", "C", "C", "H", "H", "H", "C", "H", "C", "Ir", "H", "H", "C", "H", "C", "N", "H", "H", "C", "H", "C", "C", "H", "C", "S", "C", "H", "H", "H", "C", "H", "C"], "positions_angstrom": [[4.13985, 11.26679, 13.73372], [7.15999, 13.66491, 10.93407], [9.75235, 13.06201, 12.88828], [5.12518, 6.59903, 15.72490], [9.10619, 16.26633, 13.94265], [4.39784, 11.40497, 15.17122], [10.35912, 8.23164, 14.78540], [5.80900, 11.20268, 10.48316], [3.65985, 11.12034, 11.64857], [8.87739, 10.61043, 16.90126], [5.20658, 17.13773, 11.51662], [3.10982, 11.23210, 10.80015], [4.13473, 15.59754, 12.51489], [0.83391, 11.07204, 12.12192], [11.43000, 8.21893, 12.63078], [7.03869, 7.64432, 14.64456], [7.67999, 13.63289, 14.47928], [8.22010, 9.98076, 15.37477], [10.86468, 9.69319, 16.69522], [10.94703, 15.57256, 12.84976], [4.60980, 7.40808, 17.60901], [6.25996, 8.46520, 16.79792], [7.98472, 11.29647, 17.78900], [10.29734, 15.42129, 18.24548], [7.16181, 15.55220, 9.21473], [10.31368, 12.22947, 20.02814], [5.09103, 16.05052, 12.52382], [6.11242, 15.11599, 18.95290], [6.03959, 6.66716, 14.64233], [9.71221, 15.41185, 13.51198], [6.03299, 5.93304, 13.80820], [4.78094, 18.13387, 11.66502], [9.16344, 14.63526, 16.59330], [12.58900, 14.69062, 11.82231], [10.90634, 9.47279, 12.33018], [5.63524, 11.54043, 15.55809], [5.25315, 7.50567, 16.74529], [6.82507, 10.84609, 10.65420], [6.03937, 17.18819, 14.83081], [1.26751, 10.94317, 14.37755], [10.75234, 10.89431, 18.41102], [11.39077, 6.50261, 13.95474], [9.29112, 15.20530, 17.86377], [5.23425, 17.11159, 15.59236], [9.70890, 9.45424, 14.43423], [5.87331, 13.78305, 16.77496], [6.97196, 15.01391, 18.27368], [12.15505, 7.70693, 11.98182], [5.95952, 17.64421, 9.58385], [4.99545, 11.15149, 11.75095], [8.57825, 11.79646, 18.94315], [9.94323, 11.75645, 19.16141], [6.61053, 14.86858, 13.64741], [2.13133, 11.07506, 14.94663], [8.85220, 11.40108, 11.25212], [8.23380, 15.34124, 18.70412], [5.89063, 16.88750, 10.36279], [3.42739, 11.40900, 15.99900], [10.18672, 10.29336, 17.28141], [11.81898, 10.76234, 18.69722], [11.63767, 14.51395, 12.32373], [11.06918, 7.56261, 13.81967], [6.65498, 14.63700, 11.09031], [7.01702, 17.13944, 15.31755], [10.16283, 7.85264, 15.81489], [7.64667, 7.76413, 13.72106], [10.93820, 13.25440, 12.21369], [11.32838, 16.63134, 12.78496], [9.18097, 14.13934, 13.57579], [7.12198, 11.48744, 14.04148], [11.12054, 9.87034, 11.35564], [11.53877, 12.40508, 11.88776], [6.61673, 15.66671, 10.13763], [6.94145, 11.42944, 17.46700], [9.98634, 10.07057, 13.16564], [5.36790, 11.17673, 12.99745], [5.32894, 10.68855, 9.63870], [4.33875, 5.85304, 15.61689], [7.13353, 8.57384, 15.70012], [10.06874, 14.52223, 16.02684], [3.08555, 11.15278, 12.88643], [5.85180, 16.02940, 13.87182], [6.34747, 9.17263, 17.57351], [6.77943, 14.34897, 17.03950], [8.91360, 11.43880, 12.73153], [1.63354, 11.00946, 13.07642], [5.88723, 12.22563, 10.07026], [7.95738, 12.31405, 19.69965], [5.92974, 18.14491, 14.29504], [7.86471, 14.24905, 16.13515], [8.34319, 15.95714, 19.59852], [6.15145, 15.00485, 12.31973]], "forces_ev_per_angstrom": [[2.31, -0.62, 0.62], [0.33, 0.96, 0.07], [0.71, 0.31, 0.59], [0.89, -0.30, -2.23], [1.09, -1.02, -0.53], [-3.21, -0.01, 2.98], [-1.59, 1.07, 0.65], [0.09, 0.34, -0.16], [-0.38, 0.12, -0.12], [-1.06, 0.25, 0.95], [0.55, 0.60, -0.73], [0.13, -0.32, 0.07], [-1.44, -0.39, 0.46], [2.75, -0.54, 2.58], [0.00, -0.40, 0.60], [-0.54, 0.14, -0.86], [-1.51, 5.10, -1.91], [1.08, -1.65, 0.53], [-0.26, -0.03, -0.25], [-0.65, 2.41, 0.83], [-0.20, 0.16, -0.03], [0.38, -0.28, -1.91], [1.47, -0.49, -0.86], [-0.42, 0.14, -0.38], [-0.14, -0.13, -0.23], [0.53, 0.54, 0.76], [3.20, -0.37, 1.08], [0.43, 0.03, -0.43], [0.35, -0.20, 0.25], [-0.39, 0.62, -0.04], [-0.27, 0.65, 0.74], [-0.17, -0.49, 0.08], [-1.05, 0.25, 0.49], [-0.19, -0.34, 0.25], [0.23, -0.24, -0.92], [0.09, 0.02, -1.09], [0.00, 0.01, 1.45], [-0.19, -0.07, -0.17], [-0.35, -1.11, -0.27], [2.09, 0.17, -1.03], [-0.06, 0.61, 0.08], [-0.11, 1.13, 0.15], [1.93, -1.09, -0.79], [0.53, 0.34, -0.15], [0.06, -0.45, -1.12], [0.05, 0.88, 0.25], [-1.65, -1.63, -0.48], [-0.63, 0.45, 0.02], [-0.07, -0.06, 0.24], [0.13, 0.05, -3.36], [-1.53, 1.04, 0.35], [-0.06, -1.75, -0.41], [0.63, -1.80, 0.63], [-1.77, -0.23, -0.12], [-0.60, -0.55, 0.80], [-0.89, 1.99, 0.34], [0.35, 0.00, 0.51], [2.49, -0.11, -2.51], [0.84, 0.94, 0.35], [-0.98, -0.07, -0.41], [-1.46, -1.52, -1.18], [1.17, -0.79, -0.36], [0.69, -0.05, 0.41], [-0.11, 0.13, 0.11], [0.11, -0.17, -1.16], [-0.23, -0.21, 0.88], [2.45, 0.51, 1.02], [-0.16, -1.40, 0.09], [-0.66, -2.07, 0.28], [-0.71, -0.20, 1.55], [0.09, 0.42, -0.20], [-0.46, 0.13, -0.53], [-0.75, -0.48, -0.43], [0.49, 0.07, 0.59], [-0.89, -0.96, 2.91], [-1.36, 0.56, 0.41], [0.07, -0.40, 0.60], [0.08, 0.25, 0.62], [-0.07, -0.53, -0.59], [0.00, -0.08, -0.44], [0.93, 0.05, 0.04], [-1.88, 2.95, 2.13], [-0.14, 0.47, 1.01], [0.53, -0.15, -0.08], [1.27, 1.09, -2.92], [-3.53, 1.04, -0.51], [-0.04, -0.18, 0.68], [0.36, -0.27, -0.66], [0.07, -0.34, 0.20], [0.82, 0.17, 1.45], [0.05, -0.65, 0.11], [-0.10, -2.01, -2.26]], "mulliken_charge": [-0.66, 0.80, -0.32, -0.65, 0.29, 1.18, -0.16, -1.30, -0.02, 1.15, -1.01, 0.30, 0.49, -0.56, -0.81, -0.62, 1.46, 1.57, 0.28, -0.45, 0.45, -0.45, 0.02, 0.36, 0.47, 0.57, 0.33, 0.43, -0.71, -0.13, 0.41, 0.44, -0.60, 0.43, -0.52, -0.90, -0.81, 0.21, -1.38, -0.53, -0.91, 0.43, -0.87, 0.31, -0.76, 0.35, -0.96, 0.42, 0.41, 0.37, -1.23, -0.84, 0.85, 0.39, -0.81, -0.61, -0.34, -0.85, -0.44, 0.43, -0.95, -0.81, -0.26, 0.26, 0.44, 0.28, -0.65, 0.40, -0.15, 2.83, 0.56, 0.39, -1.41, 0.24, 0.17, 0.29, 0.52, 0.44, 0.56, 0.54, 0.06, 0.01, 0.61, -0.11, 0.95, 0.47, 0.20, 0.41, 0.42, 0.56, 0.46, -0.09]}